Entry 1:
DFT (the ωB97M-V functional and the def2-TZVPD basis) results for a cluster of 2 separate species, C3H10NO2 in total in a non-equilibrium geometry.

The geometry in XYZ format:
```
16
Properties=species:S:1:pos:R:3:forces:R:3
C -0.230198 1.428282 1.049827 -0.43 -0.45 -0.60
C 0.437298 0.062857 0.780276 0.71 -0.30 -0.06
C 0.041892 -0.709153 -0.512120 -0.50 0.71 0.17
O 0.301402 -2.049173 -0.466215 -0.39 0.17 -0.65
N 0.646941 2.598641 1.130118 0.57 -0.37 0.50
H -0.898596 1.382755 1.921602 0.41 0.07 0.10
H -0.981659 1.567994 0.269204 0.06 0.20 -0.25
H 1.522770 0.186269 0.688662 -0.05 0.25 0.17
H 0.351028 -0.618064 1.634482 -0.37 -0.07 -0.06
H 0.526145 -0.154962 -1.368312 0.19 -0.23 0.23
H -1.032407 -0.464148 -0.740390 -0.09 -0.20 0.33
H 1.242580 2.429617 1.961193 -0.21 0.42 0.06
H 1.348505 2.517994 0.385988 -0.30 0.15 -0.15
H -1.755338 -3.072629 -2.231216 -0.52 -0.30 -0.22
H -0.534605 -2.377453 -1.819505 1.03 -0.28 -0.10
O -0.985756 -2.728827 -2.683596 -0.11 0.25 0.53
```
Forces are in eV/Å.

HOMO level (alpha / beta) = 4.3640 / -0.1923 eV
E = -325.3670 Ha
gap between HOMO and LUMO (alpha / beta) = 0.08014 / 0.24583 Eh
2S+1 = 2
ΔE to the lowest compared entry with this formula, charge and spin = 11.7 kcal/mol
total charge = -2

Entry 2:
DFT (the ωB97M-V functional and the def2-TZVPD basis) results for an isolated molecule of C5H10O2.

The geometry in XYZ format:
```
17
Properties=species:S:1:pos:R:3:forces:R:3
C 1.441276 -0.457491 0.421371 -0.01 -0.14 0.04
C 0.422469 0.172988 -0.500917 0.06 0.09 0.24
C -0.726425 0.845732 0.225978 0.00 0.02 -0.07
C -1.300062 -0.110548 1.279822 -0.07 0.12 0.21
O -1.288863 -1.473775 0.883079 -0.26 0.04 -0.21
C 0.710982 0.488533 -1.904315 0.15 0.21 -0.08
O -0.030255 -0.678181 -1.569891 -0.04 -0.22 -0.07
H 1.784283 0.267319 1.167515 0.06 -0.04 -0.18
H 0.938157 -1.273936 0.955136 0.29 0.19 -0.12
H 2.297102 -0.871716 -0.114587 -0.07 0.14 -0.03
H -1.488175 1.152863 -0.501070 0.13 -0.13 0.08
H -0.377014 1.750041 0.739445 -0.03 -0.08 -0.12
H -2.322982 0.181425 1.546292 0.12 0.07 -0.02
H -0.689833 -0.039986 2.189549 -0.14 -0.07 -0.10
H -1.232009 -1.509009 -0.081475 -0.11 -0.09 0.12
H 1.703385 0.285039 -2.307194 -0.12 0.06 0.13
H 0.157963 1.270702 -2.428737 0.03 -0.16 0.18
```
Forces are in eV/Å.

HOMO level = -10.1142 eV
E = -346.9434 Ha
gap between HOMO and LUMO = 0.40641 Eh
ΔE to the lowest compared entry with this formula, charge and spin = 51.5 kcal/mol
total charge = 0

Entry 3:
DFT (the ωB97M-V functional and the def2-TZVPD basis) results for a structure of composition B3CaF12N2O6 in a non-equilibrium geometry.

The geometry in XYZ format:
```
24
Properties=species:S:1:pos:R:3:forces:R:3
Ca -13.105954 11.929514 -1.856638 -2.19 -0.12 0.04
N -14.483697 10.601196 1.189916 0.12 -0.03 0.32
O -15.341712 11.270455 1.807258 0.72 -0.63 -0.46
O -14.066228 9.500593 1.649687 -0.42 0.80 -0.34
O -14.005433 11.034865 0.103787 -0.29 -0.50 0.65
N -16.200634 13.625031 -1.604971 -0.37 -0.89 -0.49
O -16.645384 14.467574 -2.424264 0.30 -0.02 0.52
O -14.982941 13.294252 -1.655735 -0.70 0.66 0.08
O -16.970430 13.055781 -0.805019 0.49 0.58 -0.31
B -12.057341 13.227380 -4.024762 -1.02 -0.58 -0.41
F -11.232959 12.147748 -3.702171 1.02 0.08 -0.34
F -12.343436 13.838080 -2.795381 0.34 1.23 0.16
F -11.581674 14.119881 -4.972828 0.24 -0.15 0.05
F -13.285036 12.619540 -4.411208 0.20 0.43 -0.41
B -13.907546 9.661471 -3.496435 -0.76 -0.52 -0.97
F -12.573802 9.928936 -3.141015 0.05 0.02 0.51
F -14.721166 10.756280 -3.092200 0.25 -0.37 0.06
F -13.968769 9.515270 -4.900519 -0.08 -0.08 0.23
F -14.371870 8.498007 -2.876088 0.15 -0.05 -0.03
B -11.047125 12.760013 -0.238193 0.82 1.04 2.30
F -12.311543 13.431052 -0.156685 0.82 -0.47 -0.29
F -11.228674 11.522713 -0.866538 0.75 -0.36 -0.29
F -10.080237 13.560043 -0.844909 -0.25 -0.15 -0.39
F -10.578764 12.485294 1.078052 -0.21 0.09 -0.18
```
Forces are in eV/Å.

HOMO level = -0.0494 eV
E = -2512.1991 Ha
gap between HOMO and LUMO = 0.28461 Eh
ΔE to the lowest compared entry with this formula, charge and spin = 4.9 kcal/mol
total charge = -3